Entry 1:
The following is a DFT calculation (ωB97M-V/def2-TZVPD) of a structure of composition C29H50BiP2 in a non-equilibrium geometry.

Last column: Löwdin charge in e.
Atoms and positions in Å:
Bi  1.8360  2.6332  -1.7852  1.636
C  1.8525  -0.7505  3.8367  -0.264
C  1.7115  0.6297  4.1415  -0.249
C  -0.3673  -0.3357  4.2580  -0.248
C  0.5729  -1.3457  3.9037  -0.244
C  0.3330  0.8915  4.3876  -0.254
C  3.1444  -1.4380  3.6169  -0.086
H  3.7955  -0.8431  2.9675  0.056
H  2.9839  -2.4133  3.1497  0.055
H  3.6833  -1.5957  4.5653  0.082
C  0.2017  -2.7509  3.6570  -0.070
H  1.0606  -3.4228  3.7594  0.074
H  -0.2313  -2.8817  2.6535  0.030
H  -0.5530  -3.0691  4.3878  0.068
C  -1.8011  -0.5833  4.4803  -0.074
H  -1.9501  -1.5840  4.9236  0.071
H  -2.3770  -0.5531  3.5394  0.050
H  -2.2502  0.1552  5.1546  0.073
C  -0.2215  2.1869  4.8092  -0.079
H  -0.0203  2.3849  5.8759  0.084
H  -1.3055  2.2131  4.6620  0.062
H  0.2260  3.0107  4.2381  0.062
C  2.7961  1.6192  4.2586  -0.075
H  3.1184  1.7390  5.3041  0.085
H  2.4794  2.6063  3.9006  0.061
H  3.6742  1.3140  3.6763  0.060
C  1.6548  1.3543  -3.6496  -0.363
C  3.0831  1.6113  -3.3933  -0.351
C  3.8422  2.5630  -4.3033  -0.197
C  3.2095  3.9897  -4.4079  -0.202
C  2.2883  4.3234  -3.2624  -0.305
C  0.8383  3.9927  -3.2086  -0.375
C  0.1345  3.2136  -4.3029  -0.209
C  0.9971  2.0639  -4.8431  -0.180
H  3.9228  2.1151  -5.3314  0.137
H  2.7778  4.1398  -5.4107  0.118
H  4.8772  2.7113  -3.9230  0.125
H  1.6898  2.4721  -5.5984  0.101
H  1.2793  0.3425  -3.4605  0.074
H  3.6920  0.8077  -2.9597  0.106
H  0.4056  1.3493  -5.4555  0.131
H  -0.8319  2.7974  -3.9533  0.107
H  0.1832  4.5732  -2.5321  0.108
H  -0.1479  3.9414  -5.0753  0.129
H  4.0626  4.7016  -4.4700  0.127
H  2.5824  5.2493  -2.7585  0.110
P  0.0809  -1.5882  -1.3244  0.828
C  0.0368  -2.9498  -2.4738  -0.160
C  1.7451  -1.2464  -0.7249  -0.175
P  -2.5425  0.2175  -1.1653  0.897
C  -0.9314  -0.2518  -2.0770  -0.457
C  -1.9249  1.6539  -0.2070  -0.288
C  -3.4767  1.0677  -2.5299  -0.283
H  -0.9566  -3.4226  -2.3961  0.073
H  0.8331  -3.6271  -2.1627  0.073
H  0.2351  -2.5533  -3.4703  0.063
H  1.9820  -0.1887  -0.4933  0.034
H  2.5231  -1.7157  -1.3463  0.066
H  1.7432  -1.7511  0.2615  0.065
H  -2.8123  1.2573  -3.3836  0.018
H  -3.9583  2.0082  -2.2227  0.050
H  -4.2799  0.4171  -2.9049  0.036
H  -1.2482  -0.5227  -3.1042  0.064
H  -0.3798  0.7028  -2.1530  -0.015
H  -2.4542  1.7535  0.7545  0.052
H  -2.0036  2.5802  -0.7942  0.037
H  -0.8877  1.4378  0.0631  0.016
C  -3.2813  -3.0338  2.3577  -0.038
C  -2.8100  -3.1870  0.9241  -0.615
C  -2.4280  -4.6369  0.6063  -0.021
C  -3.8847  -2.6331  -0.0143  -0.078
C  -1.6151  -2.3949  0.7279  -0.030
C  -0.5667  -2.0481  0.2156  -0.128
H  -4.1319  -3.6984  2.5380  0.101
H  -3.6052  -2.0034  2.5389  0.082
H  -2.4881  -3.2947  3.0605  0.074
H  -3.2930  -5.3074  0.7101  0.100
H  -2.0336  -4.7337  -0.4180  0.081
H  -1.6535  -4.9865  1.3044  0.101
H  -4.1381  -1.6043  0.2921  0.056
H  -3.5321  -2.5983  -1.0567  0.067
H  -4.7945  -3.2477  0.0456  0.100

## Properties
Total energy in eV: -55286.629
HOMO (spin up / spin down) in eV: -6.38 / -6.36
Charge: +1
LUMO energy (spin up / spin down) in eV: -4.6 / -4.6

---

Entry 2:
The following is a DFT calculation (ωB97M-V/def2-TZVPD) of a structure of composition C29H50BrCdNOP2 in a non-equilibrium geometry.

Last column: Löwdin charge in e.
Atoms and positions in Å:
N  4.3332  -6.0525  -3.1824  0.110
C  2.9992  -6.2291  -3.1610  -0.077
C  2.1360  -5.3705  -2.4519  0.029
C  2.6403  -4.1964  -1.8237  -0.187
C  4.0475  -4.0432  -1.8750  0.018
C  4.8393  -4.9940  -2.5317  -0.089
C  1.7345  -3.2522  -1.1935  0.042
Cd  0.6196  -0.6284  0.0840  1.357
P  -0.8896  3.9721  -0.7244  0.955
C  1.7390  -1.8278  -1.2974  -0.299
C  0.8573  -1.3011  -2.4410  -0.341
C  1.2515  -0.3428  -3.3778  -0.047
C  0.4218  0.0017  -4.4375  -0.097
C  -0.9327  -0.3918  -4.4246  -0.678
C  -1.2975  -1.4975  -3.5997  -0.084
C  -0.4464  -1.8480  -2.5250  -0.086
Br  -2.2002  0.8666  -4.8305  0.958
H  0.8596  -3.7683  -0.7862  0.124
H  2.7370  -1.3755  -1.0951  0.096
H  1.0670  -5.5813  -2.4345  0.124
H  4.5369  -3.2129  -1.3798  0.117
H  2.5911  -7.0993  -3.7007  0.133
H  5.9291  -4.8520  -2.5841  0.131
H  2.2595  0.0756  -3.2507  0.129
H  -0.7568  -2.4574  -1.6681  0.092
H  0.7667  0.6831  -5.2005  0.119
H  -2.2679  -2.0039  -3.7348  0.123
P  1.3174  0.5340  2.2369  0.865
C  -1.3668  2.8373  -2.0776  -0.448
C  -1.8553  3.7470  -3.2177  -0.213
H  -2.1730  2.1774  -1.7149  0.066
H  -0.4991  2.2201  -2.3627  0.050
H  -2.3553  3.1571  -3.9884  -0.038
H  -2.5754  4.4893  -2.8475  0.069
H  -1.0173  4.2703  -3.6923  0.080
C  0.9050  3.9580  -0.4120  -0.445
C  1.4457  5.3961  -0.2910  -0.164
H  1.3778  3.4174  -1.2456  0.068
H  1.0701  3.3833  0.5138  0.028
H  2.5391  5.3931  -0.3439  0.066
H  1.0805  6.0458  -1.0970  0.069
H  1.1650  5.8668  0.6594  0.073
C  -1.6822  3.3305  0.7724  -0.448
C  -2.7985  4.2850  1.2315  -0.162
H  -0.8949  3.2284  1.5339  0.040
H  -2.0559  2.3224  0.5367  0.056
H  -3.0961  4.0353  2.2552  0.065
H  -2.4709  5.3346  1.2199  0.069
H  -3.6868  4.2043  0.5916  0.075
C  0.0139  1.0024  3.4583  -0.385
C  0.4273  0.6367  4.8894  -0.125
H  -0.9164  0.4942  3.1372  0.061
H  -0.1407  2.0947  3.3638  0.079
H  0.3940  -0.4488  5.0685  0.071
H  1.4414  0.9944  5.1334  0.077
H  -0.2746  1.1115  5.5852  0.095
C  2.6194  1.8030  2.6634  -0.377
C  3.8132  1.8600  1.7029  -0.147
H  2.9640  1.5967  3.6905  0.095
H  2.0870  2.7715  2.6817  0.086
H  4.4717  0.9801  1.8152  0.077
H  3.4928  1.9434  0.6486  0.061
H  4.4085  2.7574  1.9436  0.091
C  1.8821  -1.1012  2.9073  -0.428
C  0.8183  -2.2020  2.7744  -0.160
H  2.1730  -0.9120  3.9415  0.079
H  2.8021  -1.3327  2.3521  0.077
H  1.3518  -3.1258  2.5093  0.083
H  0.2698  -2.3326  3.7229  0.090
H  0.0636  -2.0042  1.9797  0.004
C  -3.9243  -2.6958  -0.5311  -0.064
C  -3.5407  -1.2702  -0.2067  -0.262
O  -2.5553  -1.1269  0.8489  -0.252
C  -3.0155  -1.4552  2.1732  -0.278
C  -4.3036  -0.7788  2.6321  -0.066
H  -3.0613  -3.2802  -0.8454  0.066
H  -4.6451  -2.6920  -1.3462  0.090
H  -4.4018  -3.1852  0.3152  0.079
H  -3.0493  -0.7906  -1.0677  0.103
H  -4.4357  -0.6809  0.0704  0.120
H  -3.1340  -2.5514  2.2439  0.122
H  -2.1780  -1.1269  2.8046  0.081
H  -5.1840  -1.2778  2.1909  0.086
H  -4.3824  -0.8799  3.7269  0.092
H  -4.2996  0.2985  2.3892  0.090

## Properties
Total energy in eV: -127586.568
HOMO (spin up / spin down) in eV: -11.93 / -11.93
ΔE to the lowest compared entry with this formula, charge and spin in kJ/mol: 66.2
Charge: +2
LUMO energy (spin up / spin down) in eV: -8.4 / -8.4

---

Entry 3:
The following is a DFT calculation (ωB97M-V/def2-TZVPD) of the ion C29H50ClIN2O3PSi with charge +1 in a non-equilibrium geometry.

Last column: Löwdin charge in e.
Atoms and positions in Å:
C  2.3127  -0.2057  4.0484  0.046
C  2.1889  -0.0277  2.5669  -0.508
O  1.1060  -0.0579  2.0355  0.061
N  3.3465  0.0611  1.8055  0.039
C  4.5282  0.4648  2.6002  -0.457
C  4.6790  1.8169  3.2252  0.006
O  5.3560  -0.3592  2.7626  0.177
C  3.1755  0.6545  0.4523  -0.345
P  2.4671  2.3775  0.6647  0.996
C  3.2673  3.8391  -0.0658  -0.310
C  0.6781  2.6284  0.8862  -0.257
C  4.6165  0.5529  -0.1565  -0.277
C  5.5553  1.7448  -0.2730  -0.016
O  4.4915  -0.0405  -1.4880  -0.124
C  3.1543  -0.0830  -1.8073  -0.623
I  2.7172  1.7710  -2.8685  1.121
N  2.4719  -0.3866  -0.4862  -0.098
C  2.8502  -1.8273  -0.2154  -0.073
C  2.1103  -2.6410  0.8432  -0.223
C  0.7242  -3.1726  0.5129  -0.581
Cl  0.3096  -4.3984  1.7579  0.598
C  0.9914  -0.2386  -0.7735  -0.154
C  0.4213  -1.1366  -1.8830  -0.176
C  -0.0953  -0.4634  -3.1561  -0.213
C  -1.0140  0.7388  -2.9487  -0.209
C  -2.0406  0.5740  -1.8278  -0.190
C  -2.5497  1.9451  -1.3414  -0.200
C  -3.9651  1.8673  -0.7775  -0.241
C  -3.9677  1.3366  0.6854  -0.236
Si  -4.9688  -0.2569  0.7900  0.599
C  -6.7620  0.2158  0.4059  -0.150
C  -4.8848  -1.0973  2.4723  -0.159
C  -4.3912  -1.4963  -0.5156  -0.254
C  -3.2733  -2.3006  -0.2326  -0.110
C  -2.7916  -3.2266  -1.1634  -0.094
C  -3.4257  -3.3843  -2.3969  -0.079
C  -4.5327  -2.5884  -2.6978  -0.072
C  -5.0076  -1.6573  -1.7625  -0.100
H  2.5561  0.7326  4.5362  0.092
H  3.0563  -0.9538  4.3089  0.106
H  1.3532  -0.5316  4.4283  0.103
H  5.2053  2.5187  2.5884  0.079
H  3.7323  2.2610  3.5068  0.070
H  5.2652  1.6855  4.1281  0.104
H  2.4891  4.5517  -0.3331  0.050
H  3.8775  3.6988  -0.9482  -0.024
H  3.8819  4.3231  0.6870  0.038
H  0.4918  2.9765  1.8962  0.047
H  0.0964  1.7231  0.7723  0.011
H  0.2543  3.3673  0.2099  0.049
H  5.1902  -0.2259  0.3296  0.134
H  6.5735  1.3698  -0.2489  0.102
H  5.4525  2.2718  -1.2133  0.069
H  5.4818  2.4777  0.5214  0.059
H  3.0259  -0.8451  -2.5610  0.109
H  2.8023  -2.3956  -1.1372  0.135
H  3.8949  -1.8815  0.0612  0.137
H  2.7260  -3.5338  0.9513  0.121
H  2.0929  -2.2151  1.8336  0.087
H  0.7040  -3.7151  -0.4235  0.074
H  -0.0688  -2.4408  0.5755  0.046
H  0.7265  0.7947  -0.9569  0.065
H  0.5041  -0.5044  0.1518  0.089
H  1.0895  -1.9371  -2.1921  0.110
H  -0.4291  -1.6603  -1.4584  0.082
H  -0.6807  -1.2310  -3.6640  0.119
H  0.7033  -0.2371  -3.8589  0.067
H  -1.5422  0.9047  -3.8852  0.122
H  -0.4341  1.6500  -2.7900  0.066
H  -2.8840  0.0029  -2.2048  0.104
H  -1.6240  0.0269  -0.9830  0.094
H  -1.8348  2.3213  -0.6104  0.086
H  -2.4988  2.6214  -2.1950  0.112
H  -4.4075  2.8581  -0.8044  0.107
H  -4.5176  1.2109  -1.4472  0.087
H  -4.4964  2.0709  1.2902  0.075
H  -2.9615  1.2227  1.0834  0.066
H  -7.3770  0.0990  1.2927  0.029
H  -7.1632  -0.4419  -0.3598  0.019
H  -6.8152  1.2368  0.0383  0.031
H  -4.2341  -1.9670  2.4427  0.016
H  -4.5729  -0.4283  3.2693  0.030
H  -5.8795  -1.4607  2.7205  0.030
H  -2.7617  -2.2097  0.7166  0.090
H  -1.9308  -3.8377  -0.9235  0.089
H  -3.0742  -4.0993  -3.1240  0.101
H  -5.0244  -2.7086  -3.6513  0.102
H  -5.8634  -1.0591  -2.0441  0.095

## Properties
Total energy in eV: -77788.811
HOMO in eV: -10.72
ΔE to the lowest compared entry with this formula, charge and spin in kJ/mol: 60.5
Charge: +1
LUMO energy in eV: -2.8